[1]
The following is a DFT calculation (wB97M-V/def2-TZVPD) of a cluster of 2 separate species, C2Cl2F3NO in total at a distorted geometry.

```
9
Properties=species:S:1:pos:R:3:lowdin_charge:R:1
F 1.0915 -1.6491 -0.0583 0.167
C 0.7372 -0.7022 -0.8833 -0.586
F 1.3906 0.4604 -0.5333 0.087
N -0.1129 -0.9123 -1.7155 -0.307
Cl -0.4117 0.0877 -3.0565 0.636
O 0.1638 0.1101 1.8984 0.148
C -0.7400 0.6760 1.4614 -0.887
F -1.9170 0.1665 1.1461 0.068
Cl -1.0211 2.4574 1.4307 0.674
```

Values from the calculation:
- Net charge: 0
- Gap between HOMO and LUMO: 11.3 eV
- HOMO level: -0.406 hartree
- Total energy: -1426.12964 hartree
- Relative energy (zero: lowest compared OMol25 entry of this formula, charge and spin): 0.2326 eV
- Multiplicity: 1
- SMILES: FC(F)=NCl.O=C(F)Cl

[2]
The following is a DFT calculation (wB97M-V/def2-TZVPD) of a structure of composition C3H5F6FeNO4S2 at a distorted geometry.

```
22
Properties=species:S:1:pos:R:3:mulliken_spin:R:1
Fe -0.2385 -0.0657 -0.9515 3.736
C 0.6504 -0.5653 -2.6196 0.116
H 1.5136 0.1118 -2.8035 0.014
H 0.9168 -1.6445 -2.5278 0.018
H -0.1565 -0.4058 -3.3493 0.022
H -1.5694 0.8972 -1.4566 0.019
H -0.9708 1.1063 -1.9716 0.014
F 0.6773 -3.7585 2.2652 0.000
C 0.9012 -2.5187 2.7645 0.001
F 0.7136 -2.5542 4.1024 0.000
F 2.1837 -2.1730 2.5162 0.000
S -0.2572 -1.3201 1.9243 0.027
O 0.0877 -1.3729 0.4840 0.021
O -1.5946 -1.6795 2.2992 -0.001
N 0.3258 -0.0233 2.6328 0.000
S -0.0710 1.4106 2.0001 -0.003
O 0.5178 1.6253 0.6767 0.016
O -1.4422 1.7826 2.2273 -0.001
C 0.9845 2.3909 3.1766 0.003
F 0.5675 2.2237 4.4509 0.000
F 2.2635 1.9663 3.0818 0.000
F 0.9106 3.7075 2.8684 0.000
```

Values from the calculation:
- Net charge: 0
- Gap between HOMO and LUMO (spin up / spin down): 9.4 / 9.6 eV
- HOMO level (spin up / spin down): -0.346 / -0.389 hartree
- Total energy: -3132.17528 hartree
- Expectation value of S²: 6.02
- Multiplicity: 5

[3]
The following is a DFT calculation (wB97M-V/def2-TZVPD) of an isolated molecule of C5H5NS at a distorted geometry.

```
12
Properties=species:S:1:pos:R:3:lowdin_charge:R:1
S 2.1601 -0.8532 1.5303 0.773
C 0.7580 -0.2477 0.6064 -0.617
C -0.3096 -1.0420 0.3642 -0.142
C -1.3784 -0.6977 -0.5087 -0.020
C -1.2621 0.6031 -1.1286 -0.148
N -0.1813 1.3337 -0.9486 0.025
C 0.7978 0.9761 -0.1032 -0.156
H 2.5991 0.4410 1.6348 -0.111
H -0.5427 -1.9006 0.9371 0.092
H -2.1058 -1.4845 -0.4972 0.088
H -2.0559 1.0857 -1.7404 0.108
H 1.5207 1.7860 -0.1461 0.107
```

Values from the calculation:
- Net charge: 0
- Gap between HOMO and LUMO: 9.5 eV
- HOMO level: -0.322 hartree
- Total energy: -646.43480 hartree
- Relative energy (zero: lowest compared OMol25 entry of this formula, charge and spin): 0.4904 eV
- Multiplicity: 1
- SMILES: Sc1cccnc1

[4]
The following is a DFT calculation (wB97M-V/def2-TZVPD) of a cluster of 8 separate species, C17H50N3O10 in total at a distorted geometry.

```
80
Properties=species:S:1:pos:R:3:lowdin_charge:R:1
C 0.1648 -0.8204 0.6328 -0.642
O 0.3034 0.0745 1.5499 -0.074
O -1.1924 -1.0458 0.2996 -0.065
O 0.9883 -1.5674 0.2203 0.080
H -1.7091 -0.4391 0.8242 0.090
C -2.2541 -2.9998 -0.8753 -0.015
C -1.5637 -3.1540 0.5390 -0.494
C -2.5248 -2.9828 1.7586 -0.068
O -2.9319 -1.5490 1.5942 -0.178
C -3.3645 -0.9324 2.7442 -0.227
N -1.0114 -4.4199 0.6670 0.022
H -2.9566 -2.1723 -1.0857 0.085
H -2.7777 -3.9208 -1.1636 0.069
H -1.4649 -2.7797 -1.6273 0.061
H -0.8335 -2.4909 0.6320 0.021
H -1.9657 -3.3691 2.7744 0.170
H -3.3813 -3.6167 1.6068 0.106
H -2.7343 -1.2524 3.6135 0.025
H -4.2234 -1.4185 3.0167 0.074
H -3.5240 0.1078 2.5889 0.091
H -0.4920 -4.5004 1.7613 0.179
H -1.7578 -5.0693 0.8149 0.039
C -1.4760 2.9577 0.6341 -0.041
C -0.1046 3.2820 0.1307 -0.509
C 0.1544 4.6794 -0.1665 -0.319
O -0.7220 5.0988 -1.0770 -0.183
C -0.3623 6.4496 -1.4433 -0.111
N 0.9488 2.7560 0.9433 0.084
H -1.4826 3.2474 1.7293 0.096
H -1.8779 1.7374 0.5896 0.135
H -2.2807 3.3791 -0.0508 0.083
H 0.0335 2.7742 -0.7630 0.102
H 1.2383 4.8251 -0.4785 0.147
H 0.0148 5.3932 0.7420 0.153
H -0.4381 7.1478 -0.5707 0.085
H -1.1733 6.9428 -2.1441 0.108
H 0.5868 6.5456 -2.0158 0.089
H 1.8263 2.6545 0.4851 0.075
H 0.6656 1.8534 1.1966 0.006
C 1.3720 -0.1583 -4.2479 -0.037
C 0.3669 0.1970 -3.1306 -0.481
C -0.6836 1.3365 -3.4704 -0.161
O -0.0407 2.5594 -3.9036 -0.195
C -1.0715 3.5667 -4.1299 -0.112
N -0.3559 -0.9410 -2.7032 0.040
H 1.7828 0.7790 -4.6563 0.085
H 0.8589 -0.7775 -4.8922 0.040
H 2.0907 -0.7628 -3.6839 0.063
H 1.0822 0.4723 -2.5056 0.075
H -1.0289 1.5313 -2.3503 0.147
H -1.3551 0.7531 -4.0343 0.100
H -1.9680 3.3478 -3.5630 0.066
H -1.4776 3.2601 -5.1413 0.085
H -0.8444 4.6569 -4.2572 0.089
H -0.4087 -0.8876 -1.5642 0.111
H 0.3139 -1.5766 -2.2541 0.061
C 3.0281 -0.4129 3.4440 -0.165
O 2.9292 -0.0567 2.0472 -0.167
H 3.8254 0.1000 3.9200 0.039
H 3.2683 -1.5514 3.6468 0.098
H 2.0954 -0.1775 3.9827 0.068
H 1.9320 -0.1286 1.8670 0.032
C -1.9392 -0.1250 4.1420 -0.240
O -0.8123 0.7045 3.9019 -0.166
H -2.0022 -0.3785 5.1130 0.075
H -1.7365 -1.0461 3.7834 0.023
H -2.7752 0.4676 3.4992 0.124
H -0.3642 0.3139 2.9644 0.109
C 2.5431 -4.5493 0.3823 -0.203
O 2.6599 -3.5026 1.2302 -0.115
H 2.7002 -4.3034 -0.6936 0.090
H 1.6950 -4.9078 0.7208 -0.016
H 3.3804 -5.4644 0.7180 0.142
H 2.2742 -2.7326 0.8763 -0.002
C 4.3933 -1.7287 -1.0206 -0.221
O 3.1776 -1.6497 -1.6175 -0.125
H 5.1146 -1.3301 -1.5755 0.028
H 4.6945 -2.8085 -0.6897 0.095
H 4.3833 -1.5064 0.0808 0.089
H 2.5574 -1.9877 -0.8623 0.083
```

Values from the calculation:
- Net charge: -1
- Gap between HOMO and LUMO: 8.3 eV
- HOMO level: -0.206 hartree
- Total energy: -1593.78521 hartree
- Multiplicity: 1

[5]
The following is a DFT calculation (wB97M-V/def2-TZVPD) of an isolated molecule of C4H7N3 at a distorted geometry.

```
14
Properties=species:S:1:pos:R:3:lowdin_charge:R:1
H -2.5484 -1.1343 0.9798 0.059
N -2.2986 -0.5561 0.1725 0.149
C -1.1667 -0.0142 0.2781 -0.410
C -0.6055 0.5340 -1.0510 -0.141
C 0.8875 0.4244 -1.1230 -0.117
C 1.6046 -0.1252 -0.1457 -0.162
N 1.0125 -0.7158 0.9579 -0.047
N -0.2784 -0.2886 1.3487 -0.004
H -1.0751 0.0477 -1.9072 0.108
H -0.9300 1.5796 -1.0845 0.108
H 1.3713 0.8476 -1.9917 0.091
H 2.6802 -0.1974 -0.1802 0.107
H 1.6022 -0.9171 1.7526 0.125
H -0.2556 0.5154 1.9939 0.134
```

Values from the calculation:
- Net charge: 0
- Gap between HOMO and LUMO: 8.9 eV
- HOMO level: -0.294 hartree
- Total energy: -320.80800 hartree
- Relative energy (zero: lowest compared OMol25 entry of this formula, charge and spin): 2.0490 eV
- Multiplicity: 1
- SMILES: [H]/N=C1/CC=CNN1

[6]
The following is a DFT calculation (wB97M-V/def2-TZVPD) of a structure of composition C3H5N3O.

```
12
Properties=species:S:1:pos:R:3:lowdin_charge:R:1
N 2.0011 0.0254 0.2376 0.097
C 0.6292 0.1401 -0.0060 -0.483
C -0.1684 1.3105 0.1854 -0.039
N -1.4390 0.7566 0.1950 0.057
C -1.5067 -0.6367 0.1215 -0.524
O -2.4857 -1.3478 0.1388 0.066
N -0.1751 -1.0034 -0.0032 0.162
H 2.5210 -0.4061 -0.5172 0.090
H 2.3926 0.9306 0.4701 0.092
H 0.3864 0.8901 -1.0165 0.182
H -2.2855 1.3031 0.2251 0.140
H 0.1301 -1.9623 -0.0307 0.160
```

Values from the calculation:
- Net charge: 0
- Gap between HOMO and LUMO: 9.8 eV
- HOMO level: -0.338 hartree
- Total energy: -356.76504 hartree
- Relative energy (zero: lowest compared OMol25 entry of this formula, charge and spin): 2.5127 eV
- Multiplicity: 1

> net charge of number 3 (C5H5NS)?

0